(1)
Computed, not measured: a structure of composition C8H12NO at a distorted geometry, with ωB97M-V/def2-TZVPD.

## Properties
Highest occupied orbital energy (alpha / beta): -12.2944 / -12.2948 eV
Total charge: +1
LUMO energy (alpha / beta): -0.2245 / -0.2245 hartree

XYZ file:
```
22
Properties=species:S:1:pos:R:3:forces:R:3
C 0.5962 0.3528 1.3241 3.26 -0.61 2.66
C -0.3732 0.1938 0.3650 -3.42 0.30 -1.29
C 1.5369 -0.4434 -0.6742 -1.24 -1.91 1.09
C 1.7567 -0.1524 0.7735 -0.13 1.28 0.00
C 0.0406 -0.1835 -0.8535 -0.41 -2.03 -0.12
C 3.1415 -0.1908 1.3450 0.20 -1.26 -4.21
C -0.6980 -0.5050 -2.0887 1.52 1.80 -1.91
C -3.3456 0.6018 0.1732 3.03 2.19 -2.81
N -2.1350 0.4826 0.9704 2.85 1.21 0.86
O -2.2038 0.8404 2.1060 0.43 -0.91 -1.44
H 0.5788 0.7790 2.3348 -0.43 -0.28 -0.58
H 1.9202 0.2832 -1.3154 1.44 1.47 -0.93
H 2.0046 -1.4473 -0.9732 -1.24 1.22 0.11
H 3.5827 -1.1926 1.1000 -0.66 0.28 0.98
H 3.0391 0.0099 2.3564 1.02 0.73 1.84
H 3.8288 0.3457 0.5923 -0.89 0.37 1.91
H -0.1202 -0.0670 -3.0324 -1.33 -0.47 1.99
H -1.6457 -0.0203 -1.9554 -0.70 -0.10 -0.80
H -0.7733 -1.5369 -2.3729 -0.21 -0.70 0.45
H -2.9996 1.1668 -0.8166 -1.05 -0.89 2.24
H -4.0963 1.0113 0.7530 -1.34 1.35 1.03
H -3.6353 -0.3282 -0.1112 -0.69 -3.05 -1.06
```
Forces are in eV/Å.

Here are the Löwdin charges for atoms 1 to 5, given in e: number 1, C, carries -0.02; number 2, C, carries 0.01; number 3, C, carries -0.06; number 4, C, carries -0.24; number 5, C, carries -0.21

(2)
Computed, not measured: a structure of composition C8H12NOP at a distorted geometry, with ωB97M-V/def2-TZVPD.

## Properties
Highest occupied orbital energy: -8.2591 eV
LUMO energy: 0.0324 hartree

XYZ file:
```
23
Properties=species:S:1:pos:R:3:forces:R:3
C 2.8453 -1.4879 -0.7082 -0.17 0.10 0.07
C 3.0520 -1.2721 0.6535 0.07 -0.03 0.11
C 1.6643 -1.0853 -1.2884 -0.19 0.08 0.00
C 2.0497 -0.6630 1.3771 0.28 -0.11 -0.11
C 0.7107 -0.4625 -0.4713 0.93 -0.27 0.33
C -2.7200 0.4778 -0.7650 0.34 -0.10 0.05
C -0.9283 2.1156 -0.0893 0.09 -0.28 -0.05
C -1.3438 0.6456 -0.1321 -0.41 0.41 0.44
N 0.9142 -0.2629 0.8220 0.20 0.09 -0.97
O -0.4442 -0.0725 -0.9948 -0.10 -0.06 -0.41
P -1.2791 -0.0263 1.6365 -0.86 0.35 0.67
H 3.6058 -1.9700 -1.3046 0.05 -0.03 -0.06
H 3.9693 -1.5750 1.1310 0.08 -0.03 0.07
H 1.4501 -1.2325 -2.3337 0.00 -0.03 -0.14
H 2.1363 -0.4716 2.4373 0.08 -0.02 0.14
H -3.0228 -0.5673 -0.7343 -0.06 -0.01 0.01
H -3.4539 1.0775 -0.2334 -0.04 0.01 0.04
H -2.6849 0.7973 -1.8052 0.00 0.08 -0.13
H 0.0682 2.2052 0.3404 0.03 0.09 0.02
H -0.9251 2.5455 -1.0899 -0.04 0.04 -0.09
H -1.6252 2.6681 0.5375 -0.04 0.08 0.02
H -2.6994 -0.0143 1.7615 -0.37 0.04 -0.05
H -1.3392 -1.3693 1.2533 0.13 -0.39 0.03
```
Forces are in eV/Å.

Here are the Löwdin charges for atoms 1 to 5, given in e: number 1, C, carries -0.06; number 2, C, carries -0.07; number 3, C, carries 0.02; number 4, C, carries -0.12; number 5, C, carries -0.37

Which ΔE to the lowest compared entry with this formula, charge and spin belongs to each record? In order, 495.98, 0.00 kJ/mol.
Which molar mass belongs to each record? In order, 138.2, 169.2 g/mol.
Which E belongs to each record? In order, -12015.40756, -21316.23920 eV.